# 1
Formula: C4H12N2
Source: OMol25
Level of theory: wB97M-V/def2-TZVPD

```
! RIJCOSX wB97M-V def2-TZVPD def2/J DEFGRID3
* xyz 2 1
N 0.443 -0.621 -2.919
C 0.611 -0.417 -1.433
C 0.179 0.728 -0.922
C 0.231 0.964 0.576
C -0.329 -0.328 1.303
N -0.935 0.051 2.715
H 1.263 -0.361 -3.472
H 0.200 -1.578 -3.201
H -0.297 -0.026 -3.309
H 1.219 -1.183 -0.953
H 0.096 1.656 -1.517
H -0.139 1.870 1.042
H 1.320 0.851 0.803
H -1.181 -0.773 0.837
H 0.501 -1.022 1.364
H -0.245 0.588 3.286
H -1.869 0.371 2.469
H -1.067 -0.770 3.332
*
```

Output
**E_HOMO**: -18.66 eV
**Max |F|**: 2.98 eV/Å
**Molecular weight**: 88.15 g/mol
**DFT total energy**: -7304.746 eV
**Frontier orbital gap**: 0.41835 Eh
**Energy relative to the best compared isomer or geometry (same formula, charge and spin)**: 22.8 kcal/mol


# 2
Formula: C4H11NO2
Source: OMol25
Level of theory: wB97M-V/def2-TZVPD

```
! RIJCOSX wB97M-V def2-TZVPD def2/J DEFGRID3
* xyz 0 1
C -1.017 0.165 0.255
C -0.118 1.109 -0.240
C 1.864 -0.882 0.320
C -1.947 -0.496 -0.739
N 0.600 2.023 0.565
O 0.106 -1.178 0.960
O 2.105 -1.338 -0.929
H -0.514 -1.933 1.020
H 1.825 -0.650 -1.549
H -1.498 0.403 1.207
H -0.006 1.259 -1.309
H 0.394 1.911 1.551
H 0.472 2.996 0.304
H 1.987 0.180 0.503
H 2.286 -1.545 1.064
H -2.427 -1.373 -0.302
H -2.728 0.193 -1.072
H -1.384 -0.844 -1.608
*
```

Output
**E_HOMO**: -6.08 eV
**Max |F|**: 3.96 eV/Å
**Molecular weight**: 105.14 g/mol
**DFT total energy**: -9906.965 eV
**Frontier orbital gap**: 0.25590 Eh
**Energy relative to the best compared isomer or geometry (same formula, charge and spin)**: 121.7 kcal/mol